Run P
A single C5H11NO2 molecule. Source: the Open Molecules 2025 dataset; level of theory: ωB97M-V/def2-TZVPD.

The calculation puts the molar mass at 117.15 g/mol. For the HOMO-LUMO gap, the calculation gives 10.122 eV. The calculation puts the LUMO energy at 0.673 eV. For the HOMO energy, the calculation gives -0.34725 Ha. Its SMILES is CCC(=O)NCCO.

The geometry in ORCA input format:
```
! RIJCOSX wB97M-V def2-TZVPD def2/J DEFGRID3
* xyz 0 1
C -1.26 -1.06 0.11
C -1.16 -1.62 -1.36
C -1.54 0.38 0.02
N -0.49 1.34 -0.31
C 0.95 1.03 -0.19
C 1.58 0.90 1.26
O 2.65 0.04 1.03
O -2.70 0.74 -0.24
H -2.15 -1.60 0.28
H -0.34 -1.20 0.67
H -0.19 -1.69 -1.74
H -1.42 -2.64 -1.63
H -1.80 -0.92 -1.96
H -0.63 2.27 -0.18
H 1.45 1.87 -0.61
H 1.00 0.05 -0.68
H 1.00 0.40 2.06
H 2.04 1.94 1.54
H 3.03 -0.24 1.91
*
```

=====

Run Q
A 2-piece molecular cluster, C5H11NO2 overall. Source: the Open Molecules 2025 dataset; level of theory: ωB97M-V/def2-TZVPD.

The calculation puts the molar mass at 117.15 g/mol. For the HOMO-LUMO gap, the calculation gives 8.770 eV. The calculation puts the LUMO energy at 0.345 eV. For the HOMO energy, the calculation gives -0.30963 Ha. Its SMILES is C=C(N)CCC=O.O.

The geometry in ORCA input format:
```
! RIJCOSX wB97M-V def2-TZVPD def2/J DEFGRID3
* xyz 0 1
O 3.09 0.39 2.64
C 2.18 0.37 1.86
C 0.78 0.02 2.29
C -0.36 0.29 1.29
C -0.16 -0.13 -0.14
C 0.61 -1.18 -0.46
N -0.79 0.68 -1.06
H 2.32 0.60 0.79
H 0.74 -1.02 2.63
H 0.56 0.57 3.22
H -1.24 -0.24 1.66
H -0.69 1.33 1.37
H 0.82 -1.55 -1.46
H 1.07 -1.74 0.33
H -1.02 0.29 -1.96
H -1.34 1.45 -0.73
H -3.85 -0.62 -3.98
H -3.41 0.49 -5.00
O -3.86 -0.37 -4.91
*
```

=====

Run R
A single C5H11NO2 molecule. Source: the Open Molecules 2025 dataset; level of theory: ωB97M-V/def2-TZVPD.

The calculation puts the molar mass at 117.15 g/mol. For the HOMO-LUMO gap, the calculation gives 9.449 eV. The calculation puts the LUMO energy at 0.778 eV. For the HOMO energy, the calculation gives -0.31866 Ha. Its SMILES is C[C@@H](N)CCC(=O)O.

The geometry in ORCA input format:
```
! RIJCOSX wB97M-V def2-TZVPD def2/J DEFGRID3
* xyz 0 1
C 2.15 -0.47 -1.12
C 0.72 -0.72 -0.51
C 0.37 0.27 0.68
C -1.19 0.29 0.81
C -1.73 1.64 0.37
O -2.88 1.79 1.07
O -1.28 2.49 -0.35
N 0.48 -2.08 -0.29
H 2.67 0.50 -0.92
H 2.79 -1.36 -1.13
H 1.88 -0.37 -2.23
H 0.10 -0.32 -1.24
H 0.88 -0.02 1.67
H 0.60 1.29 0.18
H -1.43 0.05 1.92
H -1.64 -0.43 0.23
H -3.30 2.67 0.90
H -0.30 -2.38 0.24
H 1.11 -2.81 -0.29
*
```

=====

Run S
C5H11NO2 as an isolated structure. Source: the Open Molecules 2025 dataset; level of theory: ωB97M-V/def2-TZVPD.

The calculation puts the molar mass at 117.15 g/mol. For the HOMO-LUMO gap, the calculation gives 8.405 eV. The calculation puts the LUMO energy at 0.740 eV. For the HOMO energy, the calculation gives -0.28167 Ha.

The geometry in ORCA input format:
```
! RIJCOSX wB97M-V def2-TZVPD def2/J DEFGRID3
* xyz 0 1
C 0.34 -1.39 -0.79
C -0.18 -0.57 0.90
C 1.04 -0.54 -1.81
C -0.73 0.57 0.35
N 0.74 1.85 2.22
C -1.51 1.17 -0.50
O -0.56 1.27 2.11
O -0.69 -2.11 -1.42
H -1.05 -2.76 -0.80
H 1.04 -2.08 -0.32
H 0.58 2.85 2.15
H 1.02 1.67 3.19
H -0.88 -1.27 1.34
H 0.80 -0.52 1.37
H 1.76 0.12 -1.33
H 0.34 0.04 -2.41
H 1.58 -1.17 -2.52
H -1.71 0.73 -1.47
H -1.93 2.14 -0.27
*
```

=====

Tell me which of them is the least stable. Sure, it is run S.

=====

Run P
A 2-piece molecular cluster, C5H11NO2 overall. Source: the Open Molecules 2025 dataset; level of theory: ωB97M-V/def2-TZVPD.

The calculation puts the molar mass at 117.15 g/mol. For the HOMO-LUMO gap, the calculation gives 9.452 eV. The calculation puts the LUMO energy at 0.877 eV. For the HOMO energy, the calculation gives -0.31515 Ha. Its SMILES is CC=C=N.COCO.

The geometry in ORCA input format:
```
! RIJCOSX wB97M-V def2-TZVPD def2/J DEFGRID3
* xyz 0 1
C -0.44 1.71 -1.12
C 1.02 -0.87 1.59
C -1.29 -1.46 0.76
C -0.88 0.64 -2.07
C 0.66 1.68 -0.39
O -0.43 -0.43 1.20
O 1.81 -1.20 0.52
N 1.73 1.73 0.20
H 2.07 -0.38 0.08
H -0.75 2.70 -1.43
H 1.74 1.90 1.20
H 0.88 -1.79 2.17
H 1.44 -0.11 2.26
H -0.94 -1.88 -0.19
H -1.30 -2.30 1.46
H -2.31 -1.06 0.75
H -0.41 0.73 -3.06
H -0.66 -0.35 -1.67
H -1.95 0.74 -2.27
*
```

=====

Run Q
A single C5H11NO2 molecule. Source: the Open Molecules 2025 dataset; level of theory: ωB97M-V/def2-TZVPD.

The calculation puts the molar mass at 117.15 g/mol. For the HOMO-LUMO gap, the calculation gives 9.747 eV. The calculation puts the LUMO energy at 0.776 eV. For the HOMO energy, the calculation gives -0.32966 Ha. Its SMILES is CN[C@@H](C=O)CCO.

The geometry in ORCA input format:
```
! RIJCOSX wB97M-V def2-TZVPD def2/J DEFGRID3
* xyz 0 1
C 1.48 -0.55 -1.95
N 0.38 -0.49 -0.97
C 0.44 0.55 0.04
C -0.04 0.07 1.41
C -1.53 -0.39 1.44
O -1.52 -1.71 1.97
C -0.21 1.84 -0.42
O -0.21 2.41 -1.48
H 2.45 -0.35 -1.50
H 1.48 -1.45 -2.52
H 1.34 0.19 -2.72
H -0.61 -0.45 -1.39
H 1.64 0.72 0.22
H 0.70 -0.80 1.53
H 0.25 0.54 2.37
H -1.87 -0.36 0.24
H -2.10 0.17 2.05
H -1.18 -2.37 1.34
H -0.87 2.41 0.32
*
```

=====

Run R
A single C5H11NO2 molecule. Source: the Open Molecules 2025 dataset; level of theory: ωB97M-V/def2-TZVPD.

The calculation puts the molar mass at 117.15 g/mol. For the HOMO-LUMO gap, the calculation gives 10.469 eV. The calculation puts the LUMO energy at 0.738 eV. For the HOMO energy, the calculation gives -0.35761 Ha. Its SMILES is CCNC(=O)CCO.

The geometry in ORCA input format:
```
! RIJCOSX wB97M-V def2-TZVPD def2/J DEFGRID3
* xyz 0 1
C -0.82 -1.46 -0.57
C -2.32 -1.61 -0.84
O -3.13 -1.49 0.34
C -0.48 -0.22 0.24
N 0.79 0.24 0.01
C 1.30 1.34 0.85
C 2.64 1.80 0.31
O -1.21 0.30 1.05
H -0.44 -2.35 -0.06
H -0.33 -1.37 -1.54
H -2.63 -0.79 -1.49
H -2.61 -2.57 -1.22
H -2.68 -0.97 1.02
H 1.16 0.21 -0.92
H 0.62 2.18 0.77
H 1.24 0.99 1.88
H 3.46 1.09 0.34
H 2.52 1.90 -0.78
H 2.92 2.79 0.61
*
```

=====

Run S
A single C5H11NO2 molecule. Source: the Open Molecules 2025 dataset; level of theory: ωB97M-V/def2-TZVPD.

The calculation puts the molar mass at 117.15 g/mol. For the HOMO-LUMO gap, the calculation gives 10.024 eV. The calculation puts the LUMO energy at 0.644 eV. For the HOMO energy, the calculation gives -0.34470 Ha. Its SMILES is CCCCNC(=O)O.

The geometry in ORCA input format:
```
! RIJCOSX wB97M-V def2-TZVPD def2/J DEFGRID3
* xyz 0 1
C -0.04 0.14 -0.61
N -0.62 -0.19 0.73
C -1.84 -0.62 1.02
O -2.52 -0.97 -0.06
O -2.21 -0.72 2.17
C 1.00 1.10 -0.49
C 2.31 0.40 -0.46
C 3.28 0.77 -1.77
H -0.87 0.66 -1.23
H 0.28 -0.99 -0.89
H 0.10 -0.02 1.45
H -2.99 -1.89 -0.12
H 0.84 1.87 -1.28
H 0.93 1.86 0.30
H 2.21 -0.59 -0.45
H 2.99 0.80 0.20
H 3.02 0.07 -2.55
H 4.27 0.72 -1.29
H 3.11 1.65 -2.30
*
```

=====

Tell me which of them is the least stable. Sure, it is run P.

=====

Run P
A 3-piece molecular cluster, C5H11NO2 overall. Source: the Open Molecules 2025 dataset; level of theory: ωB97M-V/def2-TZVPD.

The calculation puts the molar mass at 117.15 g/mol. For the HOMO-LUMO gap, the calculation gives 9.008 eV. The calculation puts the LUMO energy at 0.798 eV. For the HOMO energy, the calculation gives -0.30175 Ha. Its SMILES is Cc1ccc[nH]1.O.O.

The geometry in ORCA input format:
```
! RIJCOSX wB97M-V def2-TZVPD def2/J DEFGRID3
* xyz 0 1
C 1.08 0.30 0.50
C 2.29 -0.20 0.90
N 2.74 -1.03 -0.09
C 1.83 -1.08 -1.11
C 0.79 -0.27 -0.77
C 2.05 -1.94 -2.29
H 0.54 1.05 1.06
H 2.81 -0.10 1.85
H 3.49 -1.68 0.10
H 0.01 0.03 -1.45
H 3.07 -1.90 -2.66
H 1.84 -2.99 -2.08
H 1.46 -1.68 -3.17
H -2.36 -1.37 0.67
H -2.21 -0.04 -0.03
O -2.61 -0.43 0.76
H -5.58 3.00 1.33
H -5.19 3.95 2.48
O -5.49 3.93 1.56
*
```

=====

Run Q
C5H11NO2 as an isolated structure. Source: the Open Molecules 2025 dataset; level of theory: ωB97M-V/def2-TZVPD.

The calculation puts the molar mass at 117.15 g/mol. For the HOMO-LUMO gap, the calculation gives 9.705 eV. The calculation puts the LUMO energy at 0.849 eV. For the HOMO energy, the calculation gives -0.32545 Ha.

The geometry in ORCA input format:
```
! RIJCOSX wB97M-V def2-TZVPD def2/J DEFGRID3
* xyz 0 1
C 0.93 -0.68 0.54
C -1.17 0.38 -0.47
C -1.92 0.51 0.84
C 0.23 0.69 -0.42
N 2.33 -0.69 0.27
C 1.05 1.65 -0.80
O 0.30 -1.95 0.42
O -1.51 -0.70 -1.25
H 0.38 -2.23 -0.51
H -1.78 -1.43 -0.68
H 0.78 -0.40 1.59
H -1.43 1.47 -1.21
H 2.83 -1.37 0.84
H 2.52 -0.89 -0.71
H -2.99 0.58 0.64
H -1.74 -0.38 1.45
H -1.60 1.39 1.38
H 2.10 1.59 -0.55
H 0.69 2.47 -1.39
*
```

=====

Tell me which of them is the least stable. Sure, it is run Q.